Entry 1:
Computed, not measured: a structure of composition C30H63IN2O10S at a distorted geometry, with ωB97M-V/def2-TZVPD.

Calculated values
net charge	0
energy	-2738.13473	a.u.
spin multiplicity	1

```
107
Properties=species:S:1:pos:R:3:lowdin_charge:R:1
C -2.45750 3.39710 6.46509 -0.1959
C -1.68025 3.13760 5.04443 -0.2591
N -2.02587 4.14343 3.94687 -0.5344
I -1.95300 6.01157 4.91322 1.1966
C -3.45492 4.00382 3.47187 -0.1601
C -3.63726 3.51132 1.92283 -0.2984
C -5.14655 3.88253 1.30444 -0.0808
C -5.40604 2.91088 -0.02986 -0.1635
C -6.49683 3.55748 -1.08946 -0.1015
C -5.75832 4.09722 -2.48293 -0.2707
O -5.80895 5.41202 -2.71511 -0.0404
O -5.10888 3.18934 -3.46779 -0.0176
C -3.57897 1.84012 1.88693 -0.3901
O -4.27933 1.05974 2.73162 -0.1299
O -2.70676 1.28632 0.79833 -0.2267
O -2.66559 4.05312 0.96427 -0.1514
C -1.73094 5.00658 1.57820 -0.5418
S -0.36366 5.59167 0.37763 0.7281
C -1.00625 4.23364 2.83688 -0.3456
C -0.34042 2.81616 2.36563 -0.1269
C 1.28768 2.69037 2.72833 -0.1905
C 2.25261 2.79158 1.40261 -0.1827
C 1.98930 1.63707 0.26673 -0.1878
N 1.30238 2.35811 -0.91203 -0.1869
C 2.34290 3.03953 -1.78021 -0.0946
C 0.42648 1.40894 -1.70072 -0.2811
C 0.99916 0.11115 -2.57115 -0.0342
O -0.91982 1.59461 -1.78365 -0.0372
H -3.56182 3.81304 6.34846 0.0828
H -1.82105 4.02400 7.25601 0.0763
H -2.58852 2.32562 6.97489 0.1073
H -2.06241 2.08334 4.63629 0.1575
H -0.51813 3.01383 5.21068 0.1530
H -3.99118 5.06656 3.55528 0.0937
H -4.04033 3.26958 4.17100 0.1501
H -5.08704 4.98416 0.86232 0.1349
H -6.00177 3.77691 2.10455 0.1335
H -5.85614 1.84875 0.27619 0.1422
H -4.39518 2.77665 -0.64950 0.1261
H -7.10613 4.39381 -0.53635 0.1220
H -7.24827 2.70653 -1.45749 0.1182
H -4.48440 2.58935 -2.94986 0.1271
H -2.31476 5.97868 1.86659 0.1029
H -0.91755 5.93589 -0.86582 -0.0915
H -0.11468 4.92663 3.19669 0.1072
H -0.91129 1.85134 2.69834 0.1223
H -0.37216 2.81375 1.17210 0.1164
H 1.44160 1.64248 3.26414 0.1179
H 1.52495 3.51358 3.53982 0.1019
H 3.36667 2.82307 1.76054 0.1108
H 2.01836 3.85086 0.90566 0.0942
H 2.93747 1.03293 -0.05851 0.1161
H 1.18131 0.86559 0.68215 0.1471
H 3.39735 2.77795 -1.29762 0.1041
H 2.23663 2.61412 -2.88643 0.0986
H 2.18458 4.20408 -1.85834 0.0920
H 0.12739 -0.61624 -2.86060 0.0979
H 1.40675 0.56278 -3.58730 0.0835
H 1.88349 -0.42937 -2.02749 0.0754
C 2.84172 -2.87902 0.74283 -0.0581
C 1.99905 -3.40499 -0.40825 -0.5019
C 1.41715 -4.77284 -0.08928 -0.0602
O 2.80498 -3.49628 -1.58028 -0.0681
H 3.68763 -3.54533 0.94578 0.0621
H 3.26406 -1.89950 0.49420 0.0698
H 2.24625 -2.78233 1.65591 0.0829
H 1.18787 -2.70073 -0.62242 0.1316
H 2.21256 -5.50639 0.08419 0.0758
H 0.82331 -5.14429 -0.93126 0.0805
H 0.77899 -4.73301 0.79900 0.0825
H 3.52800 -4.11963 -1.39938 0.0771
C 7.70083 -5.54516 2.35203 -0.0634
C 7.07538 -4.41584 1.54880 -0.4993
C 7.96664 -3.18420 1.53739 -0.0659
O 5.81099 -4.07857 2.11367 -0.0656
H 7.84745 -5.24867 3.39669 0.0802
H 7.04272 -6.42062 2.36179 0.0819
H 8.66829 -5.83870 1.93309 0.0797
H 6.89646 -4.75025 0.52118 0.1300
H 8.12272 -2.80394 2.55322 0.0802
H 7.49833 -2.37558 0.96611 0.0802
H 8.94221 -3.40695 1.09411 0.0800
H 5.96006 -3.78045 3.02633 0.0952
C -6.56340 -0.17167 -5.43452 -0.0637
C -7.66527 -0.00301 -4.40052 -0.4980
C -8.98895 0.35859 -5.05514 -0.0684
O -7.29737 1.02230 -3.48134 -0.0776
H -6.40042 0.75926 -5.98907 0.0829
H -5.61395 -0.41958 -4.94797 0.0820
H -6.80927 -0.96462 -6.14756 0.0781
H -7.77862 -0.93043 -3.82877 0.1400
H -8.91202 1.30838 -5.59629 0.0817
H -9.76971 0.48889 -4.29818 0.0790
H -9.30756 -0.41845 -5.75697 0.0785
H -7.19452 1.84969 -3.98022 0.0754
C 6.01674 -6.06344 -3.23462 -0.0636
C 6.24026 -6.98325 -2.04478 -0.5073
C 6.17717 -8.44574 -2.45530 -0.0655
O 5.24585 -6.72689 -1.05638 -0.0708
H 5.02758 -6.22759 -3.67658 0.0843
H 6.05259 -5.01435 -2.92193 0.0784
H 6.77549 -6.22514 -4.00650 0.0809
H 7.21470 -6.76965 -1.59234 0.1362
H 5.19364 -8.69442 -2.86967 0.0828
H 6.32747 -9.09603 -1.58692 0.0811
H 6.94069 -8.67891 -3.20398 0.0810
H 4.37711 -6.91391 -1.44926 0.0892
```

***

Entry 2:
Computed, not measured: a cluster of 2 separate species, C7H14N2 in total at a distorted geometry, with ωB97M-V/def2-TZVPD.

Calculated values
net charge	0
energy	-384.59888	a.u.
spin multiplicity	1
SMILES	Cc1c[nH]cn1.CCC

```
23
Properties=species:S:1:pos:R:3:lowdin_charge:R:1
C 0.48366 -1.23489 2.12466 -0.0638
C 1.29605 -1.36718 0.91808 -0.3676
C 1.03964 -1.93550 -0.31942 -0.0705
N 2.03508 -1.43439 -1.15594 0.0449
C 2.70889 -0.48785 -0.43984 -0.2221
N 2.30659 -0.38488 0.80082 0.0910
H 1.07600 -0.91568 2.99786 0.0863
H 0.16420 -2.23358 2.44986 0.0757
H -0.36683 -0.61347 1.76400 0.0721
H 0.38098 -2.75391 -0.44933 0.1034
H 2.31292 -1.82421 -2.03877 0.1393
H 3.59425 -0.02683 -0.84234 0.1111
C -1.73563 2.47083 0.17646 -0.1193
C -1.05275 1.54778 -0.86117 -0.3190
C -1.79452 0.21653 -0.93728 -0.1428
H -1.83273 1.89743 1.10532 0.0697
H -1.09385 3.36278 0.19767 0.0695
H -2.71775 2.82401 -0.08636 0.0568
H -0.91112 2.04726 -1.86009 0.1106
H -0.04320 1.29814 -0.51671 0.0838
H -1.49646 -0.32172 -1.86996 0.0721
H -1.48966 -0.33565 -0.01933 0.0547
H -2.86374 0.20499 -1.13821 0.0640
```

***

Entry 3:
Computed, not measured: a structure of composition C32H42N4O2OsPS2 at a distorted geometry, with ωB97M-V/def2-TZVPD.

Calculated values
net charge	+3
energy	-2841.40976	a.u.
spin multiplicity	5

```
84
Properties=species:S:1:pos:R:3:lowdin_charge:R:1
Os -1.04395 0.03126 0.48033 1.0594
O -1.16477 -0.34190 4.41478 -0.1947
S -0.50264 -0.61125 3.19523 0.7016
O -1.29026 -1.24212 2.09741 -0.4811
N -0.26593 0.82292 2.37526 -0.2065
C -0.62462 1.96787 2.91270 -0.2856
C -0.38345 2.46005 4.19897 0.1033
C -0.63658 3.82552 4.50914 0.0635
C -1.08988 4.70584 3.56845 0.0630
C -1.43720 4.20893 2.24412 -0.0903
C -1.94969 5.00094 1.24548 0.0798
C -2.26431 4.45259 -0.00990 0.0513
C -2.27759 3.08543 -0.09953 -0.0392
N -1.75459 2.29691 0.86038 0.0319
C -1.31664 2.85086 1.99929 -0.1252
C 0.98576 -1.45680 3.32486 -0.3040
C 1.87662 -1.02209 4.33555 -0.0430
C 3.06180 -1.66190 4.52763 -0.0148
C 3.47130 -2.70430 3.63668 0.0094
C 2.61248 -3.06346 2.63879 -0.0621
C 1.36903 -2.48029 2.51500 -0.0721
H 0.08946 1.82075 4.94864 0.1366
H -0.44323 4.07978 5.49762 0.1270
H -1.18120 5.77519 3.70117 0.1392
H -1.97746 6.09300 1.38035 0.1600
H -2.69781 5.06090 -0.76521 0.1315
H -2.69141 2.66423 -1.05750 0.1394
H 1.59999 -0.25873 5.04585 0.1168
H 3.72666 -1.40399 5.36960 0.1395
H 4.42338 -3.18565 3.79400 0.1286
H 2.83052 -3.88741 1.97979 0.0992
H 0.71140 -2.92181 1.76007 0.1267
C 3.51999 2.41841 -2.76050 -0.1008
C 3.16217 2.77246 -4.21140 -0.2262
C 2.30766 1.69476 -4.83275 -0.1816
C 1.23009 1.00674 -3.98635 -0.1758
N 1.72313 -0.12588 -3.15984 0.0509
C 1.44447 -0.43060 -1.93151 -0.6304
S 0.59937 0.78839 -0.92497 0.6414
N 1.73446 -1.59264 -1.31950 0.0282
C 2.47368 -2.72833 -1.87201 -0.1455
C 3.86092 -3.00464 -1.23584 -0.1625
C 4.36135 -4.44740 -1.49502 -0.2444
C 3.80406 -5.55002 -0.61357 -0.0844
H 4.01243 3.29401 -2.38155 0.0715
H 4.27809 1.57452 -2.59474 0.1068
H 2.65797 2.18863 -2.15792 0.0053
H 3.99354 3.01195 -4.83800 0.1141
H 2.63228 3.69926 -4.12078 0.1069
H 2.89937 0.82923 -5.19534 0.1256
H 1.76274 2.10655 -5.71929 0.1385
H 0.48712 0.50512 -4.61468 0.1309
H 0.73025 1.71088 -3.29690 0.0838
H 2.42978 -0.65884 -3.65854 0.1592
H 1.51728 -1.62969 -0.34862 0.0821
H 2.59522 -2.52402 -2.91312 0.1050
H 1.77301 -3.58098 -1.84709 0.1399
H 3.80149 -2.93663 -0.12564 0.1017
H 4.58183 -2.29843 -1.64333 0.1147
H 5.43408 -4.40256 -1.32737 0.1131
H 4.15177 -4.66700 -2.56526 0.1244
H 3.85739 -5.23755 0.43090 0.0620
H 4.33262 -6.46013 -0.70423 0.0752
H 2.78819 -5.70909 -0.83260 0.0547
C -3.26020 -2.41247 -0.99761 -0.2050
P -2.94397 -0.66532 -0.76637 0.7426
C -2.83702 -0.17599 -2.52866 -0.2344
C -4.38426 0.09624 -0.02620 -0.3901
C -5.44857 0.61733 -0.74765 -0.0821
C -6.56995 1.12574 -0.09647 -0.0425
C -6.74578 0.96957 1.28737 -0.0311
C -5.65982 0.51525 2.01984 -0.0560
C -4.49615 0.04783 1.39781 -0.0883
H -3.52438 -2.82310 -0.02832 0.0655
H -2.36265 -2.86204 -1.38008 0.0503
H -4.07279 -2.54741 -1.70769 0.0792
H -3.72722 -0.47951 -3.08649 0.0663
H -2.05888 -0.75394 -2.98245 0.0371
H -2.74932 0.94891 -2.58743 0.0591
H -5.38348 0.71100 -1.82774 0.1084
H -7.40472 1.52092 -0.67587 0.1243
H -7.67437 1.31765 1.78367 0.1379
H -5.71259 0.50605 3.11834 0.1265
H -3.68682 -0.23441 2.00436 0.0591
```

***

Entry 4:
Computed, not measured: the ion C4H10N2O with charge +1 at a distorted geometry, with ωB97M-V/def2-TZVPD.

Calculated values
net charge	+1
energy	-342.83852	a.u.
spin multiplicity	2

```
17
Properties=species:S:1:pos:R:3:lowdin_charge:R:1
N -0.63255 -1.54960 1.60448 0.0307
C 0.62258 -0.84304 1.33013 -0.1770
C 0.33213 0.51146 0.73297 -0.3535
N 0.13307 0.61574 -0.68145 0.0119
C -0.10674 1.90192 -1.27340 0.0370
C -0.24740 -0.58857 -1.40155 0.0365
O 0.29951 1.51671 1.37463 0.2145
H -1.15464 -1.03679 2.30846 0.0942
H -0.38399 -2.43202 2.04035 0.0949
H 1.23600 -1.46299 0.67107 0.1261
H 1.22327 -0.65663 2.21692 0.1330
H -0.24377 2.64367 -0.47862 0.1171
H 0.80039 2.21103 -1.81090 0.1459
H -0.94507 1.85184 -1.96822 0.1241
H -0.94856 -1.14712 -0.76153 0.1212
H 0.63881 -1.22630 -1.52889 0.1340
H -0.62303 -0.30932 -2.37446 0.1094
```

***

Entry 5:
Computed, not measured: a structure of composition C3H10N2O at a distorted geometry, with ωB97M-V/def2-TZVPD.

Calculated values
net charge	0
energy	-304.82442	a.u.
spin multiplicity	1

```
16
Properties=species:S:1:pos:R:3:lowdin_charge:R:1
C 1.18573 -0.38701 1.41170 -0.1507
C 0.62968 -0.28673 -0.54877 -0.2578
C -1.44310 0.48248 0.31806 -0.1343
N -0.59134 -0.61539 -0.10429 -0.0731
N -0.55980 -0.42186 -2.24492 0.0112
O 1.05566 0.82912 2.04905 -0.0761
H 1.62447 1.48204 1.62294 0.0975
H -1.26741 0.18060 -2.66466 -0.0079
H -0.67330 -1.35746 -2.63085 -0.0081
H 2.21126 -0.66414 1.16467 0.0834
H 0.65357 -1.15855 1.95308 0.0911
H 0.93352 0.74014 -0.76371 0.0954
H 1.27382 -1.08298 -0.90104 0.0917
H -2.47716 0.22721 0.08827 0.0777
H -1.19108 1.43828 -0.15434 0.0817
H -1.36451 0.59426 1.40481 0.0783
```

***

Entry 6:
Computed, not measured: a structure of composition C15H34BrClCuO4Si2, with ωB97M-V/def2-TZVPD.

Calculated values
net charge	+2
energy	-6146.04766	a.u.
spin multiplicity	2

```
58
Properties=species:S:1:pos:R:3:lowdin_charge:R:1
C -2.37693 -5.26304 -1.47481 -0.0923
C -2.69760 -4.12265 -0.50804 -0.2324
C -1.45766 -3.36330 -0.01480 -0.1838
C -0.66828 -2.83478 -1.20749 -0.1956
O 0.25683 -1.76279 -0.81209 -0.2792
Si -0.23340 -0.18153 -0.40277 0.2275
C -1.40144 0.46281 -1.67016 -0.1597
C -1.01325 0.21745 -3.13710 -0.2628
C 0.46129 0.40114 -3.43710 -0.4127
Br 1.49899 -1.17893 -2.89199 1.1634
O -0.83561 -0.07661 1.08406 -0.1178
C -0.18536 -0.30987 2.34959 -0.2089
C -0.35202 -1.71960 2.87659 -0.2179
C -1.80692 -2.05577 3.23552 -0.0760
O 1.28478 0.53910 -0.40515 -0.3895
Si 1.52507 2.25487 -0.18329 0.6713
C 2.32716 2.52842 1.47799 -0.2519
C 1.34854 3.15567 2.49436 -0.3379
C 1.84136 2.98459 3.92315 -0.6162
Cl 0.72947 3.75997 5.07168 0.5987
C 2.47729 2.80404 -1.70923 -0.2768
O 1.56443 3.29014 -2.68092 -0.2844
C 1.31294 4.68881 -2.56494 -0.0747
H -1.53108 -5.86443 -1.12771 0.0856
H -2.14340 -4.89921 -2.48090 0.0757
H -3.23237 -5.93243 -1.57405 0.0859
H -3.21760 -4.50937 0.37178 0.1196
H -3.37945 -3.40887 -0.98530 0.1171
H -1.76634 -2.52980 0.62398 0.0900
H -0.81822 -4.03210 0.57029 0.1306
H -1.34701 -2.45124 -1.97273 0.1147
H -0.04453 -3.61062 -1.64975 0.1299
H -1.60644 1.52279 -1.49583 0.1040
H -2.34622 -0.05953 -1.46361 0.1133
H -1.54368 0.90192 -3.80564 0.1389
H -1.33276 -0.78421 -3.43320 0.1074
H 0.93051 1.22165 -2.88882 0.0308
H 0.68951 0.51912 -4.49876 0.1049
H -0.62771 0.40782 3.04650 0.1416
H 0.88092 -0.03432 2.26844 0.0937
H 0.06200 -2.44215 2.16335 0.0941
H 0.27944 -1.77821 3.76978 0.1252
H -2.05986 -3.08820 2.98764 0.0768
H -2.51234 -1.40489 2.71263 0.0824
H -1.98072 -1.94159 4.30650 0.0877
H 0.17214 2.83551 -0.23987 0.0621
H 2.73132 1.59256 1.90513 0.0682
H 3.19347 3.18125 1.31746 0.0986
H 0.35115 2.71009 2.40908 0.0870
H 1.22260 4.22067 2.28032 0.1182
H 1.89181 1.92798 4.19942 0.0689
H 2.82695 3.42918 4.06773 0.0848
H 3.02377 1.97548 -2.17934 0.0988
H 3.24403 3.54289 -1.42910 0.1058
H 2.22613 5.25645 -2.76920 0.1039
H 0.94503 4.94321 -1.56171 0.0864
H 0.55097 4.94325 -3.29900 0.1024
Cu 2.66830 -0.57880 0.44142 0.6746
```

***

- Among the records above, which one has the highest net charge?
  C32H42N4O2OsPS2